Record 1
Molecular formula: C5H6O
Method: DFT, wB97M-V/def2-TZVPD

Atoms and positions in Å:
1 C -1.718 -0.076 -0.268
2 C -0.285 0.377 0.089
3 C 0.815 -0.075 -0.895
4 O 0.467 -0.003 -2.040
5 C 2.079 -0.400 -0.210
6 C 2.051 -0.347 1.039
7 H -2.346 0.123 0.604
8 H -1.786 -1.140 -0.524
9 H -2.178 0.485 -1.103
10 H 0.587 0.036 1.244
11 H -0.280 1.477 0.113
12 H 2.595 -0.457 1.950

Values from the calculation:
- Orbital gap (spin up / spin down): 8.61 / 8.61 eV
- Spin multiplicity: 1
- ΔE to the lowest compared entry with this formula, charge and spin: 486.1 kJ/mol
- LUMO energy (spin up / spin down): -0.753 / -0.754 eV
- Energy: -7324.2461 eV

natural (NBO) population analysis, charges in e, atoms 1 to 2:
1. C -0.645
2. C -0.313

***

Record 2
Molecular formula: C5H9NO
Method: DFT, wB97M-V/def2-TZVPD

Atoms and positions in Å:
1 O -2.262 -0.854 1.002
2 C -1.307 -0.732 -0.021
3 C 0.163 -1.085 0.334
4 C 0.580 0.294 -0.178
5 C 1.807 0.654 -0.913
6 N 1.557 1.178 0.433
7 C -0.870 0.699 -0.436
8 H -1.960 -0.321 1.749
9 H -1.697 -1.323 -0.852
10 H 0.586 -1.948 -0.190
11 H 0.307 -1.223 1.414
12 H 1.774 1.400 -1.704
13 H 2.567 -0.116 -1.045
14 H 2.114 0.670 1.116
15 H -1.219 1.472 0.257
16 H -1.122 0.997 -1.459

Values from the calculation:
- Orbital gap: 10.52 eV
- Spin multiplicity: 1
- ΔE to the lowest compared entry with this formula, charge and spin: 253.8 kJ/mol
- SMILES: O[C@H]1C[C@]2(CN2)C1
- LUMO energy: 0.988 eV
- Energy: -8866.5826 eV

natural (NBO) population analysis, charges in e, atoms 1 to 2:
1. O -0.698
2. C 0.113

***

Record 3
Molecular formula: C3H11N3OS
Method: DFT, wB97M-V/def2-TZVPD

Atoms and positions in Å:
1 C -2.673 -0.462 0.450
2 N -1.265 -0.513 0.704
3 S -0.408 0.566 0.059
4 N -0.404 0.362 -1.929
5 O -0.736 1.967 0.096
6 N 1.084 0.127 0.567
7 C 2.158 1.073 0.300
8 C 1.402 -1.282 0.557
9 H -3.104 -1.146 -0.309
10 H -2.864 0.496 -0.131
11 H -3.233 -0.371 1.433
12 H -1.112 0.895 -2.362
13 H -0.530 -0.617 -2.167
14 H 2.329 1.172 -0.746
15 H 1.859 2.134 0.684
16 H 3.015 0.800 0.877
17 H 0.605 -1.954 1.086
18 H 1.494 -1.808 -0.349
19 H 2.382 -1.438 1.182

Values from the calculation:
- Orbital gap: 9.78 eV
- Spin multiplicity: 1
- ΔE to the lowest compared entry with this formula, charge and spin: 388.9 kJ/mol
- SMILES: CN=[S@@](N)(=O)N(C)C
- LUMO energy: 0.811 eV
- Energy: -20638.8585 eV

natural (NBO) population analysis, charges in e, atoms 1 to 2:
1. C -0.437
2. N -0.927

***

Record 4
Molecular formula: C30H33Cl45N2O2
Method: DFT, wB97M-V/def2-TZVPD

Atoms and positions in Å:
1 C 1.700 -4.117 1.591
2 C 1.159 -5.233 0.654
3 C 1.533 -4.957 -0.826
4 O 0.505 -4.262 -1.512
5 C 1.023 -3.303 -2.441
6 C 1.476 -2.071 -1.642
7 C 0.411 -1.316 -1.024
8 C 0.740 -0.237 -0.269
9 C 2.085 0.190 -0.056
10 N 2.286 1.277 0.751
11 C 3.569 1.538 0.879
12 C 4.626 0.827 0.239
13 N 4.426 -0.209 -0.543
14 C 3.107 -0.539 -0.687
15 C 2.789 -1.697 -1.499
16 C 3.931 -2.471 -2.132
17 C 3.768 -2.431 -3.714
18 C 4.084 -3.786 -4.414
19 O 4.968 -2.550 -4.435
20 H 1.009 -3.265 1.685
21 H 2.676 -3.747 1.240
22 H 1.841 -4.523 2.607
23 H 0.078 -5.391 0.758
24 H 1.718 -6.147 0.918
25 H 1.727 -5.920 -1.344
26 H 2.496 -4.423 -0.805
27 H 0.217 -2.992 -3.121
28 H 1.831 -3.763 -3.029
29 H -0.641 -1.593 -1.146
30 H -0.069 0.320 0.216
31 H 3.844 2.387 1.518
32 H 5.654 1.162 0.403
33 H 4.924 -2.060 -1.929
34 H 3.934 -3.544 -1.902
35 H 2.943 -1.827 -4.130
36 H 4.046 -3.862 -5.508
37 H 4.618 -4.490 -3.768
38 C 0.820 4.200 0.983
39 Cl 2.394 4.913 1.360
40 Cl -0.420 4.823 2.078
41 Cl 0.379 4.518 -0.696
42 H 0.893 3.126 1.119
43 C -2.795 7.756 3.179
44 Cl -4.363 8.397 3.676
45 Cl -2.438 6.261 4.053
46 Cl -2.760 7.492 1.436
47 H -2.033 8.486 3.428
48 C -5.945 4.796 2.748
49 Cl -7.514 5.437 3.243
50 Cl -5.587 3.303 3.623
51 Cl -5.905 4.528 1.003
52 H -5.184 5.527 2.997
53 C -6.597 6.194 -2.809
54 Cl -5.025 6.899 -2.419
55 Cl -7.839 6.793 -1.709
56 Cl -7.031 6.530 -4.487
57 H -6.526 5.120 -2.686
58 C -2.740 6.521 8.330
59 Cl -1.199 5.827 7.806
60 Cl -3.725 6.950 6.933
61 Cl -3.602 5.399 9.383
62 H -2.532 7.423 8.892
63 C 0.419 -8.477 2.780
64 Cl 2.177 -8.479 2.624
65 Cl -0.118 -7.105 3.754
66 Cl -0.351 -8.451 1.191
67 H 0.124 -9.388 3.285
68 C 1.710 3.431 8.653
69 Cl 1.959 2.167 7.446
70 Cl 1.477 2.729 10.255
71 Cl 3.063 4.566 8.658
72 H 0.813 3.977 8.390
73 C -6.232 0.380 -0.368
74 Cl -6.835 0.669 1.266
75 Cl -5.614 1.873 -1.079
76 Cl -4.964 -0.843 -0.359
77 H -7.055 0.023 -0.974
78 C 4.603 -11.534 4.727
79 Cl 5.435 -10.309 3.765
80 Cl 2.990 -10.980 5.182
81 Cl 4.514 -13.062 3.848
82 H 5.173 -11.698 5.634
83 C 1.860 7.406 -3.277
84 Cl 0.202 6.836 -3.491
85 Cl 2.019 9.077 -3.826
86 Cl 2.360 7.251 -1.592
87 H 2.511 6.787 -3.882
88 C -4.219 12.206 4.942
89 Cl -5.780 12.854 5.448
90 Cl -3.866 10.697 5.792
91 Cl -4.182 11.966 3.193
92 H -3.452 12.926 5.200
93 C -2.786 -1.580 -3.961
94 Cl -1.278 -1.153 -4.776
95 Cl -2.460 -2.210 -2.342
96 Cl -3.865 -0.187 -3.884
97 H -3.274 -2.359 -4.535
98 C 5.743 -6.096 -7.618
99 Cl 5.951 -7.157 -6.221
100 Cl 6.336 -6.875 -9.085
101 Cl 4.047 -5.634 -7.800
102 H 6.324 -5.197 -7.452
103 C 7.415 -5.232 -13.060
104 Cl 6.935 -6.929 -12.981
105 Cl 6.411 -4.251 -11.991
106 Cl 9.123 -5.048 -12.654
107 H 7.269 -4.885 -14.076
108 C -9.285 -1.996 2.480
109 Cl -9.064 -3.080 3.855
110 Cl -8.723 -2.758 0.990
111 Cl -10.976 -1.512 2.333
112 H -8.690 -1.107 2.649

Values from the calculation:
- Orbital gap: 8.70 eV
- Spin multiplicity: 1
- LUMO energy: -0.300 eV
- Energy: -602225.8810 eV

Löwdin population analysis, charges in e, atoms 1 to 2:
1. C -0.095
2. C -0.227

***

Record 5
Molecular formula: C41H40N6OSi2Tl
Method: DFT, wB97M-V/def2-TZVPD

Atoms and positions in Å:
1 Tl -1.166 0.626 2.025
2 N -2.619 -4.035 1.540
3 C -2.504 -2.862 2.187
4 N -2.870 -1.724 1.719
5 C -3.392 -1.652 0.442
6 N -3.722 -0.523 -0.095
7 N -3.386 0.635 0.406
8 C -4.071 1.703 0.249
9 C -3.576 2.979 0.736
10 C -4.175 4.177 0.335
11 C -3.718 5.370 0.864
12 C -2.684 5.344 1.788
13 C -2.132 4.113 2.113
14 N -2.559 2.971 1.606
15 C -3.638 -2.882 -0.290
16 C -4.261 -2.921 -1.540
17 C -4.473 -4.127 -2.174
18 C -4.054 -5.314 -1.581
19 C -3.428 -5.300 -0.353
20 C -3.224 -4.089 0.298
21 H -2.269 -4.898 1.936
22 H -2.076 -2.907 3.179
23 H -5.047 1.704 -0.235
24 H -4.984 4.169 -0.378
25 H -4.170 6.307 0.567
26 H -2.318 6.250 2.246
27 H -1.319 4.037 2.821
28 H -4.560 -1.990 -1.987
29 H -4.966 -4.163 -3.133
30 H -4.215 -6.255 -2.082
31 H -3.105 -6.219 0.113
32 O -0.586 -0.465 -0.258
33 Si 0.645 -1.133 -0.914
34 C 2.054 -0.025 -1.550
35 C 2.037 0.510 -2.835
36 C 3.093 1.264 -3.314
37 C 4.192 1.505 -2.509
38 C 4.222 1.000 -1.222
39 C 3.158 0.252 -0.749
40 C 1.423 -2.420 0.308
41 C 2.452 -3.269 -0.061
42 C 3.058 -4.076 0.887
43 C 2.647 -4.027 2.207
44 C 1.600 -3.200 2.572
45 C 0.978 -2.412 1.618
46 C 0.349 -2.385 -2.356
47 C -0.863 -3.019 -2.537
48 C -1.028 -3.920 -3.580
49 C 0.028 -4.202 -4.428
50 C 1.244 -3.567 -4.245
51 C 1.401 -2.660 -3.212
52 H 1.186 0.324 -3.477
53 H 3.064 1.655 -4.320
54 H 5.023 2.080 -2.887
55 H 5.082 1.180 -0.592
56 H 3.188 -0.141 0.259
57 H 2.794 -3.305 -1.084
58 H 3.857 -4.737 0.592
59 H 3.139 -4.639 2.948
60 H 1.278 -3.164 3.603
61 H 0.148 -1.779 1.901
62 H -1.689 -2.809 -1.878
63 H -1.983 -4.405 -3.723
64 H -0.090 -4.919 -5.228
65 H 2.076 -3.774 -4.902
66 H 2.349 -2.159 -3.090
67 C 3.656 1.999 2.809
68 Si 1.920 2.792 2.984
69 C 0.996 1.963 4.432
70 C 2.015 4.668 3.386
71 N 0.934 2.541 1.583
72 C 1.089 2.927 0.334
73 C 0.045 2.696 -0.610
74 C 0.135 3.173 -1.892
75 C 1.252 3.896 -2.307
76 C 2.302 4.113 -1.418
77 C 2.239 3.628 -0.139
78 H 4.171 1.953 3.764
79 H 4.291 2.536 2.110
80 H 3.561 0.981 2.440
81 H 1.394 2.301 5.383
82 H 1.106 0.883 4.406
83 H -0.064 2.201 4.428
84 H 2.387 4.829 4.392
85 H 1.034 5.130 3.315
86 H 2.673 5.192 2.704
87 H -0.819 2.137 -0.288
88 H -0.679 3.009 -2.582
89 H 1.303 4.293 -3.310
90 H 3.168 4.675 -1.737
91 H 3.050 3.799 0.547

Values from the calculation:
- Orbital gap (spin up / spin down): 4.14 / 3.45 eV
- Spin multiplicity: 1
- Total charge: +1
- LUMO energy (spin up / spin down): -5.972 / -6.560 eV
- Energy: -74598.0465 eV

Löwdin population analysis, charges in e, atoms 1 to 2:
1. Tl 0.934
2. N 0.142

***

Record 6
Molecular formula: C4H7NO2
Method: DFT, wB97M-V/def2-TZVPD

Atoms and positions in Å:
1 C 1.167 -1.149 0.180
2 C 0.296 0.070 0.033
3 C 0.839 1.517 -1.324
4 O 0.062 0.416 -1.350
5 C -1.039 -0.020 0.796
6 O -1.078 -0.488 1.917
7 N -2.095 0.464 0.125
8 H 2.098 -1.038 -0.382
9 H 1.391 -1.307 1.234
10 H 0.636 -2.025 -0.194
11 H 0.779 0.996 0.486
12 H 1.905 1.252 -1.188
13 H -3.011 0.427 0.546
14 H -1.972 0.749 -0.834

Values from the calculation:
- Orbital gap: 8.60 eV
- Spin multiplicity: 1
- ΔE to the lowest compared entry with this formula, charge and spin: 433.3 kJ/mol
- LUMO energy: -0.089 eV
- Energy: -9842.7886 eV

natural (NBO) population analysis, charges in e, atoms 1 to 2:
1. C -0.629
2. C -0.009

***

Which value of energy does entry 4 give? -602225.8810 eV

***

The highest energy belongs to which entry? C5H6O